Entry 1:
Density functional theory data (wB97M-V/def2-TZVPD) for a cluster of 2 separate species, C4H12N2O2 in total at a distorted geometry.

ΔE to the lowest compared entry with this formula, charge and spin: 19.4 kcal/mol
Calculated total energy: -11409.771 eV
Kohn-Sham gap (spin up / spin down): 0.465 / 0.246 Eh

Geometry as ORCA input:
```
! RIJCOSX wB97M-V def2-TZVPD def2/J DEFGRID3
* xyz 1 2
O -0.50642 -1.30758 -1.92074
O 2.28076 0.42830 -1.89152
N 0.21842 -0.59165 0.07057
N -1.99935 -1.39275 -0.24401
C -0.78125 -1.09902 -0.74123
C -0.36302 1.37210 1.39096
C -0.01299 -0.16028 1.40957
C 0.65219 2.25822 2.10359
H 0.91694 -0.28969 1.97329
H -0.46049 1.74367 0.37146
H -2.63341 -1.81042 -0.91182
H 1.08272 -0.26533 -0.38722
H 0.54452 2.15991 3.18135
H 1.84129 -0.29638 -2.36155
H -1.30709 1.41267 1.93451
H 1.67295 2.00004 1.80458
H -0.73613 -0.75028 1.96140
H 0.54562 3.29610 1.79474
H -2.19617 -1.57671 0.72198
H 2.18400 1.12177 -2.55943
*
```



Entry 2:
Density functional theory data (wB97M-V/def2-TZVPD) for a cluster of 2 separate species, C4H12N2O2 in total at a distorted geometry.

ΔE to the lowest compared entry with this formula, charge and spin: 36.7 kcal/mol
Calculated total energy: -11409.020 eV
Kohn-Sham gap (spin up / spin down): 0.361 / 0.166 Eh

Geometry as ORCA input:
```
! RIJCOSX wB97M-V def2-TZVPD def2/J DEFGRID3
* xyz 1 2
O -1.25133 0.74044 -1.02050
O -3.61539 -1.03975 -2.01373
N 0.97526 -2.15697 1.17019
N -0.00352 2.60638 -0.82650
C 1.45577 0.20912 0.74096
C 1.36634 -1.24713 0.15168
C 0.07407 0.85405 0.90903
C -0.49545 1.43848 -0.36193
H 1.07117 -1.81015 2.12463
H 0.18733 1.56351 1.71176
H -2.72813 -1.04108 -1.64702
H 0.00068 2.81886 -1.81228
H 2.03491 0.23738 1.66186
H 2.39249 -1.46798 -0.17363
H 0.46148 3.28745 -0.25098
H 2.01920 0.72183 -0.04688
H -4.00233 -1.91776 -2.00284
H 0.06813 -2.63706 1.09997
H -0.64324 0.11592 1.24025
H 0.63257 -1.27556 -0.65402
*
```



Entry 3:
Density functional theory data (wB97M-V/def2-TZVPD) for a cluster of 2 separate species, C4H12N2O2 in total at a distorted geometry.

ΔE to the lowest compared entry with this formula, charge and spin: 49.2 kcal/mol
Calculated total energy: -11408.478 eV
Kohn-Sham gap (spin up / spin down): 0.433 / 0.232 Eh

Geometry as ORCA input:
```
! RIJCOSX wB97M-V def2-TZVPD def2/J DEFGRID3
* xyz 1 2
O 0.80329 3.11590 -0.46368
O -2.00483 0.21651 0.04873
N 2.19646 -0.23739 -1.31307
N -0.12445 -0.32596 -0.96090
C -0.66281 -0.63067 2.58415
C -0.74980 -1.42282 1.26136
C -1.01056 -0.46711 0.11686
C 1.05891 -1.11465 -1.24095
H 0.12887 -2.04304 1.13131
H 0.55428 2.90365 -1.37374
H 2.30845 0.38361 -0.51222
H 0.20659 -0.86059 3.17163
H -1.57513 -0.75452 3.10681
H 2.17359 0.37007 -2.14038
H -0.35586 0.30227 -1.73075
H -1.63518 -2.05915 1.21750
H 1.39139 2.37895 -0.25073
H -0.69622 0.43811 2.42943
H 0.99070 -1.70770 -2.12675
H 1.22283 -1.77598 -0.40249
*
```